Computed, not measured: a molecular structure, C30H40I2N9OPPdS2, with wB97M-V/def2-TZVPD.

Cartesian coordinates (Å):
Pd (0.10387, 1.92092, -1.39140)
I (1.51077, 6.66809, 0.20583)
C (2.62987, 4.98997, -0.30172)
C (4.01720, 4.97375, -0.08646)
C (4.78707, 3.89045, -0.42271)
I (6.84577, 3.96934, -0.08058)
C (4.17840, 2.73333, -0.97230)
C (4.84559, 1.54900, -1.36811)
C (4.13777, 0.49457, -1.87198)
C (2.73598, 0.57250, -1.95209)
N (2.09808, 1.65805, -1.58735)
C (2.78245, 2.75300, -1.14378)
C (1.96221, 3.91361, -0.88693)
O (0.71882, 3.89259, -1.19599)
H (4.48344, 5.84656, 0.35077)
H (5.92164, 1.49161, -1.27019)
H (4.63556, -0.41168, -2.18728)
H (2.10959, -0.24926, -2.27881)
N (-2.32586, 1.37534, -3.25655)
C (-2.68359, 2.13102, -2.20798)
N (-1.89641, 2.33839, -1.17401)
C (-2.55294, 3.00390, -0.14802)
C (-3.82044, 3.36725, -0.44746)
S (-4.26235, 2.80987, -2.01899)
C (-1.90785, 3.24213, 1.15027)
C (-2.57161, 3.53801, 2.29829)
S (-1.44164, 3.82026, 3.56802)
C (-0.15200, 3.51444, 2.44331)
N (-0.54005, 3.20297, 1.25134)
N (1.17143, 3.55165, 2.81794)
H (-1.49372, 0.78259, -3.10338)
H (-2.78766, 1.45779, -4.14188)
H (-4.49911, 3.95193, 0.14782)
H (-3.63243, 3.59317, 2.47132)
H (1.38908, 4.16634, 3.58646)
H (1.78640, 3.69218, 2.02480)
N (-0.30418, 0.00572, -1.77156)
P (-0.43268, -0.98617, -0.58552)
N (-1.88674, -0.92575, 0.26580)
C (-3.10131, -0.55919, -0.45051)
C (-4.16545, -1.64676, -0.36132)
C (-4.48022, -1.96254, 1.09625)
C (-3.19952, -2.33216, 1.83611)
C (-2.13166, -1.25452, 1.66220)
N (-0.22269, -2.54432, -1.18067)
C (-0.57871, -3.67066, -0.33035)
C (0.25056, -4.89951, -0.68407)
C (0.11197, -5.23472, -2.16573)
C (0.44374, -4.01427, -3.01887)
C (-0.40103, -2.81780, -2.60096)
N (0.64153, -0.98236, 0.71221)
C (0.64754, 0.19195, 1.58705)
C (1.13288, -0.17500, 2.98377)
C (2.50448, -0.84019, 2.92291)
C (2.47761, -2.01723, 1.95335)
C (1.97276, -1.56681, 0.58859)
H (-2.84522, -0.35778, -1.48775)
H (-3.51123, 0.36854, -0.02138)
H (-3.80064, -2.54779, -0.86646)
H (-5.06387, -1.31744, -0.88987)
H (-5.21732, -2.76446, 1.17411)
H (-4.92370, -1.07552, 1.56376)
H (-2.81765, -3.28175, 1.45094)
H (-3.39439, -2.46969, 2.90288)
H (-1.20021, -1.57464, 2.12204)
H (-2.46388, -0.34390, 2.18699)
H (-1.64822, -3.91249, -0.44371)
H (-0.42041, -3.39029, 0.71235)
H (-0.06574, -5.74226, -0.06475)
H (1.30151, -4.70072, -0.45059)
H (-0.92052, -5.54183, -2.36844)
H (0.75116, -6.07963, -2.42985)
H (0.27623, -4.22764, -4.07723)
H (1.50137, -3.75739, -2.89894)
H (-1.46075, -3.03574, -2.81672)
H (-0.12997, -1.92062, -3.15229)
H (-0.35505, 0.61646, 1.62164)
H (1.29689, 0.97539, 1.16632)
H (0.41475, -0.85983, 3.44609)
H (1.16908, 0.72843, 3.59565)
H (2.82317, -1.16191, 3.91657)
H (3.24079, -0.10681, 2.57395)
H (1.81329, -2.79890, 2.33677)
H (3.47330, -2.45462, 1.84589)
H (1.93431, -2.40054, -0.10978)
H (2.68069, -0.82794, 0.18293)

Atoms 1-3, force components in eV/Å:
0.0 0.0 0.0
0.0 0.0 0.0
0.0 0.0 0.0

Values from the calculation:
* 2S+1: 1
* energy: -97862.024 eV
* lowest unoccupied orbital energy: 0.0606 eV
* ΔE to the lowest compared entry with this formula, charge and spin: 0.0 kJ/mol
* gap between HOMO and LUMO: 0.2679 Ha